Here is C11H20AgN7O2SSe as an isolated structure from the OMol25 dataset. Energies are from ωB97M-V with the def2-TZVPD basis set.

Structure (XYZ):
```
43
Properties=species:S:1:pos:R:3:forces:R:3
Ag 1.5399 0.5774 2.8864 0.38 0.11 0.19
N 1.8836 -0.6769 0.4710 -0.05 -0.01 -0.15
C 0.9311 -0.1301 -0.4972 0.06 -0.42 -0.06
C 0.7196 -0.9857 -1.7606 -0.10 -0.07 0.21
C 0.5612 -2.4929 -1.5152 -0.32 0.31 -0.45
C -0.0158 -3.2295 -2.7365 -0.05 -0.02 0.23
N -1.3104 -2.7705 -3.2670 0.18 0.15 -0.01
C -2.4914 -2.8743 -2.5745 -0.08 0.02 0.48
N -2.5197 -2.8276 -1.2910 0.56 0.28 0.22
N -3.6052 -3.0317 -3.3621 -0.17 -0.12 -0.23
C -0.3280 0.2698 0.2939 0.85 0.55 0.31
O -1.5025 -0.2286 0.0125 -1.08 -1.45 -0.49
O -0.2202 1.1250 1.1529 -0.36 -0.12 -0.56
H 2.7897 -0.8166 0.0393 0.03 0.04 0.05
H 1.5703 -1.5795 0.8155 0.08 0.00 0.08
H 1.3390 0.8331 -0.8142 -0.08 0.05 0.00
H 1.5907 -0.8285 -2.4037 -0.05 0.02 -0.07
H -0.1500 -0.6094 -2.3046 -0.01 0.03 -0.05
H -0.0686 -2.6896 -0.6532 -0.06 -0.08 0.14
H 1.5408 -2.9358 -1.3252 -0.05 -0.06 0.08
H -0.0810 -4.2971 -2.5033 0.07 0.03 0.03
H 0.6876 -3.1010 -3.5605 -0.01 -0.10 -0.05
H -1.4157 -2.9755 -4.2466 0.11 0.05 -0.03
H -1.5847 -1.1326 -0.4373 0.32 1.02 0.27
H -3.4462 -2.9591 -0.9007 -0.01 0.05 -0.15
H -3.5477 -2.8444 -4.3479 0.01 0.03 0.00
H -4.4927 -2.8193 -2.9416 0.02 0.04 0.00
C -0.1479 3.7402 3.3509 -0.13 -0.10 0.24
N 0.4888 3.9564 2.0718 0.19 -0.25 -0.28
C -0.1023 4.5017 0.9509 -0.16 0.07 -0.12
C 0.7639 4.3818 -0.0721 0.04 0.04 -0.04
N 1.8819 3.7485 0.4383 -0.32 0.02 0.07
C 1.7020 3.4581 1.7480 0.06 0.38 -0.17
S 2.8317 2.7211 2.7581 0.10 -0.35 0.22
H -1.0096 4.3972 3.4374 0.03 0.04 -0.04
H 0.5598 3.9464 4.1507 0.00 0.00 -0.03
H -0.4776 2.7026 3.4269 0.02 -0.01 0.00
H -1.0906 4.9232 0.9767 0.00 -0.01 0.02
H 0.6879 4.6890 -1.0986 0.00 0.02 0.02
H 2.7259 3.5230 -0.0560 0.06 -0.05 0.06
Se 0.5068 -1.5559 3.6970 -0.28 -0.12 -0.53
C 1.0091 -1.5377 5.4359 0.19 -0.03 0.66
N 1.2966 -1.5647 6.5553 0.00 0.02 -0.07
```
Positions in Å, forces in eV/Å.

## Properties
energy relative to the best compared isomer or geometry (same formula, charge and spin) = 0.4171 eV
E_LUMO = 0.0977 eV
net charge = 0

---

Here is a 2-piece molecular cluster, C4H8N4O overall from the OMol25 dataset. Energies are from ωB97M-V with the def2-TZVPD basis set.

Structure (XYZ):
```
17
Properties=species:S:1:pos:R:3:forces:R:3
C -2.5579 0.4685 0.2570 2.40 1.32 3.46
C -1.8074 -0.7621 0.7935 -3.37 1.65 -1.44
N -0.6042 -0.7866 0.9844 3.53 -0.78 1.16
C 0.2524 0.2326 0.7823 0.85 1.47 -3.06
N 1.0830 0.8257 1.5434 -0.66 -0.85 1.82
C 1.7567 1.6836 0.7601 1.06 0.03 -0.28
N 1.4397 1.6562 -0.4902 0.23 0.15 -0.26
O 0.4427 0.7194 -0.5718 -0.99 -0.85 1.82
H -1.9724 1.3880 0.7378 -1.07 -1.68 -1.44
H -2.5636 0.5268 -0.7887 -0.03 0.09 -1.45
H -3.5172 0.5729 0.7012 -1.08 -0.30 0.01
H -2.3315 -1.6613 1.0193 -0.66 -0.67 0.04
H 2.6354 2.1736 1.1559 -0.28 0.51 -0.28
N 1.7269 -1.9806 -1.5725 0.19 0.02 -2.03
H 1.8162 -1.8726 -2.6074 -0.94 -0.07 0.72
H 1.4897 -1.0443 -1.2589 0.29 -0.08 0.09
H 2.7116 -2.1397 -1.4452 0.51 0.03 1.12
```
Positions in Å, forces in eV/Å.

## Properties
energy relative to the best compared isomer or geometry (same formula, charge and spin) = 3.2451 eV
E_LUMO = 0.4489 eV
net charge = 0
SMILES = C/C=N\c1ncno1.N

---

Here is an isolated ion of composition C4H9NOS2 and charge -1 from the OMol25 dataset. Energies are from ωB97M-V with the def2-TZVPD basis set.

Structure (XYZ):
```
17
Properties=species:S:1:pos:R:3:forces:R:3
N 0.6977 -1.9370 0.7828 -0.65 0.40 -0.41
C 1.0650 -0.6410 1.3192 1.47 -1.00 0.44
C 2.4798 -0.2859 0.9319 -0.27 1.20 -0.61
O 2.7920 0.9641 0.8758 0.15 -0.12 0.03
C 0.1034 0.4904 1.0145 -1.39 -2.02 -0.46
S -0.0371 0.7621 -0.7726 0.61 0.52 -0.20
S -2.0511 0.7492 -1.0757 -0.32 -0.21 0.05
C -2.3825 -1.0466 -1.1098 0.75 0.11 0.19
H 1.0623 -2.1405 -0.1311 0.18 -0.20 0.05
H 0.3493 -2.6804 1.3530 0.11 -0.06 0.17
H 1.1069 -0.7833 2.4155 -0.55 0.16 0.29
H 3.2696 -1.0262 1.1051 -0.12 -0.37 0.10
H -0.9013 0.1322 1.2635 0.06 -0.01 0.18
H 0.2877 1.3280 1.6119 0.62 1.57 0.39
H -1.7327 -1.5002 -0.3580 -0.13 0.02 0.13
H -3.4203 -1.2474 -0.8638 -0.17 0.01 -0.19
H -2.0627 -1.4655 -2.0622 -0.34 0.00 -0.13
```
Positions in Å, forces in eV/Å.

## Properties
energy relative to the best compared isomer or geometry (same formula, charge and spin) = 0.7802 eV
spin multiplicity = 2
<S²> = 0.754
E_LUMO (spin up / spin down) = 3.0858 / 3.0550 eV
net charge = -1

---

Q: Which value of net charge does entry 3 give?
A: -1